# 1
C3H5LaO4 as an isolated structure at a distorted geometry. Source: the OMol25 dataset; level of theory: ωB97M-V/def2-TZVPD.

HOMO-LUMO gap (eV): 7.66
Molar mass (g/mol): 244.0
HOMO level (eV): -17.81
Charge: +2
E (eV): -12223.728

Geometry (Å):
O (-1.8676, -2.0924, -1.4278)
C (-2.3582, -1.1427, -0.7423)
O (-2.5682, -1.1022, 0.4593)
O (-1.9490, 0.0476, -1.3704)
H (-2.4267, 0.8356, -1.0878)
C (2.0833, 0.3556, 0.4011)
O (1.8115, -0.1963, -0.6758)
C (1.0780, 0.7982, 1.3869)
H (3.0812, 0.8228, 0.4821)
H (1.0679, -0.1717, 1.9861)
H (0.3432, 1.4269, 0.8583)
H (1.5346, 1.5286, 2.0729)
La (0.1699, -1.1100, -2.3426)

Results of the Mulliken charge analysis, in e, for atoms 1 through 8:
1 O -0.66
2 C 0.82
3 O -0.42
4 O -0.49
5 H 0.33
6 C 0.17
7 O -0.53
8 C -0.78

# 2
A 2-piece molecular cluster, CH3F3O overall at a distorted geometry. Source: the OMol25 dataset; level of theory: ωB97M-V/def2-TZVPD.

HOMO-LUMO gap (eV): 12.21
Molar mass (g/mol): 88.0
HOMO level (eV): -11.61
SMILES string: FC(F)F.O
E (eV): -11285.083

Geometry (Å):
F (0.0000, 0.0000, 0.0000)
F (-0.9177, -0.9043, 1.7000)
F (-0.4093, 1.1186, 1.8987)
C (-0.8578, 0.2182, 1.0373)
H (-1.8616, 0.5690, 0.7223)
O (-1.5052, 0.0222, -1.5882)
H (-1.7547, -0.4143, -2.4341)
H (-2.2694, -0.1408, -0.9902)

The molecule's Mulliken atomic charges, reported in e, are given here:
1 F -0.19
2 F -0.24
3 F -0.23
4 C 0.58
5 H 0.05
6 O -0.58
7 H 0.29
8 H 0.30

# 3
A 2-piece molecular cluster, C7H17NO overall at a distorted geometry. Source: the OMol25 dataset; level of theory: ωB97M-V/def2-TZVPD.

HOMO-LUMO gap (eV): 9.64
Molar mass (g/mol): 131.2
HOMO level (eV): -8.84
SMILES string: CCN(C)C(C)=O.CC
E (eV): -11071.311

Geometry (Å):
C (-1.1877, 0.3795, -0.9232)
C (-1.0337, 0.5000, -2.4202)
C (-2.3127, 2.4608, -0.1299)
C (1.1590, 1.2989, 0.5979)
C (0.0970, 2.2377, 0.1306)
O (0.2383, 3.4461, 0.1088)
N (-1.1064, 1.6874, -0.2917)
H (-2.1776, 0.0014, -0.8383)
H (-0.6371, -0.3231, -0.3195)
H (-1.3893, -0.3192, -3.0522)
H (-0.1114, 0.9125, -2.8292)
H (-2.1866, 3.5171, 0.0544)
H (2.0532, 1.2549, -0.0446)
H (-1.7793, 1.2017, -2.8019)
H (-3.0283, 2.1279, -0.8692)
H (-2.8516, 2.1565, 0.7953)
H (1.7163, 1.6828, 1.4508)
H (0.8384, 0.2874, 0.6365)
C (1.7629, -2.8938, 0.6065)
C (1.7005, -3.2141, 2.1007)
H (0.9547, -2.2285, 0.2994)
H (2.7036, -2.5220, 0.2062)
H (1.6065, -3.8054, 0.0233)
H (1.3609, -4.2228, 2.3337)
H (2.6651, -3.0015, 2.5525)
H (0.9451, -2.6222, 2.6234)

Results of the Mulliken charge analysis, in e, for atoms 1 through 8:
1 C -0.61
2 C -1.15
3 C -0.99
4 C -0.99
5 C 0.71
6 O -0.64
7 N 0.15
8 H 0.34

# 4
An isolated ion of composition C6H9IN and charge +1 at a distorted geometry. Source: the OMol25 dataset; level of theory: ωB97M-V/def2-TZVPD.

HOMO-LUMO gap (spin up / spin down) (eV): 7.51 / 3.83
Molar mass (g/mol): 222.0
HOMO level (spin up / spin down) (eV): -11.99 / -13.12
Charge: +1
E (eV): -15945.997
2S+1: 3

Geometry (Å):
C (0.5472, -1.2460, 1.3172)
C (-0.9524, -1.6641, -0.3039)
C (-0.1520, -0.1450, -0.7215)
C (0.7089, -0.0208, 0.4446)
C (-1.0091, 0.9862, -1.2252)
C (1.6846, 1.0282, 0.6730)
N (-0.3680, -2.0256, 0.8783)
I (0.3929, 2.0272, 2.1256)
H (0.9921, -1.3919, 2.3484)
H (-2.0947, -1.3796, -0.2697)
H (-0.8700, -2.4888, -0.9375)
H (0.6426, -0.1687, -1.4941)
H (-0.7963, 1.1986, -2.1956)
H (-0.9027, 1.9949, -0.7432)
H (-2.1083, 0.7355, -1.0481)
H (1.7572, 1.7208, -0.0948)
H (2.5280, 0.8389, 1.2463)

Results of the Mulliken charge analysis, in e, for atoms 1 through 8:
1 C -0.46
2 C -0.47
3 C 0.63
4 C 0.48
5 C -1.24
6 C -1.31
7 N -0.32
8 I 0.47

# 5
A 2-piece molecular cluster, CH4BrNO overall at a distorted geometry. Source: the OMol25 dataset; level of theory: ωB97M-V/def2-TZVPD.

HOMO-LUMO gap (spin up / spin down) (eV): 10.57 / 5.15
Molar mass (g/mol): 126.0
HOMO level (spin up / spin down) (eV): -10.47 / -6.78
E (eV): -74677.005

Geometry (Å):
C (-1.7079, 0.0997, 0.5953)
N (2.2814, 0.5623, -0.1773)
O (-1.3977, -0.5624, -0.4810)
Br (2.5187, -1.2390, -0.3058)
H (-0.4460, -0.7369, -0.6251)
H (-2.7275, 0.1374, 0.9398)
H (-0.9843, 0.7325, 1.0611)
H (2.4633, 1.0063, -1.0070)

The molecule's Mulliken atomic charges, reported in e, are given here:
1 C -0.45
2 N -0.32
3 O -0.40
4 Br 0.07
5 H 0.29
6 H 0.29
7 H 0.27
8 H 0.26

# 6
A 2-piece molecular cluster, C3H10O overall at a distorted geometry. Source: the OMol25 dataset; level of theory: ωB97M-V/def2-TZVPD.

HOMO-LUMO gap (eV): 11.40
Molar mass (g/mol): 62.1
HOMO level (eV): -10.41
SMILES string: CC.CO
E (eV): -5319.798

Geometry (Å):
C (0.9490, -0.8961, -1.8866)
O (0.8535, -2.2419, -1.3480)
H (0.3302, -2.8276, -1.8828)
H (0.0031, -0.7357, -2.4071)
H (1.0126, -0.2635, -1.0142)
H (1.7831, -0.8934, -2.5821)
C (-1.1641, 0.8199, 0.8578)
C (-0.0498, 1.0508, 1.8821)
H (-1.3376, 1.7778, 0.3674)
H (-1.0050, -0.0027, 0.1668)
H (-2.0709, 0.6259, 1.4348)
H (0.3578, 0.1824, 2.3891)
H (-0.4545, 1.8010, 2.5704)
H (0.7927, 1.6031, 1.4524)

Results of the Mulliken charge analysis, in e, for atoms 1 through 8:
1 C -0.35
2 O -0.52
3 H 0.30
4 H 0.26
5 H 0.04
6 H 0.26
7 C -0.74
8 C -0.92

# 7
C48H51BrLiN8OSi as an isolated structure. Source: the OMol25 dataset; level of theory: ωB97M-V/def2-TZVPD.

HOMO-LUMO gap (spin up / spin down) (eV): 4.95 / 4.96
Molar mass (g/mol): 870.9
HOMO level (spin up / spin down) (eV): -3.30 / -3.30
Charge: -1
E (eV): -142706.483

Geometry (Å):
Li (-1.4343, -0.1676, 1.2862)
C (2.9935, -2.1595, 5.6763)
C (3.0249, -3.3091, 4.8838)
C (2.2878, -3.3888, 3.7107)
C (1.5252, -2.2914, 3.3454)
C (0.6325, -2.0161, 2.2114)
N (0.4324, -2.8923, 1.2384)
C (-0.4007, -2.6925, 0.2256)
C (-0.4874, -3.6245, -0.9046)
C (0.1459, -4.8210, -1.2018)
C (-0.1661, -5.4421, -2.4023)
C (-1.0862, -4.8770, -3.2891)
C (-1.7197, -3.6779, -2.9948)
C (-1.4150, -3.0590, -1.7926)
C (-1.8700, -1.8198, -1.1529)
N (-2.7309, -0.9942, -1.7383)
C (-3.0847, 0.1709, -1.2116)
N (-2.7130, 0.6905, -0.0225)
C (-3.2434, 1.9214, 0.1068)
N (-3.0978, 2.7679, 1.1192)
C (-2.2617, 2.5600, 2.1269)
N (-1.3883, 1.5450, 2.2928)
C (-0.6980, 1.7400, 3.4353)
N (0.2226, 0.9573, 3.9840)
C (0.5676, -0.2176, 3.4682)
N (0.1202, -0.7757, 2.3306)
C (1.4872, -1.1402, 4.1463)
C (2.2205, -1.0632, 5.3192)
C (-1.1446, 2.9823, 4.0790)
C (-0.7878, 3.6248, 5.2539)
C (-1.4480, 4.8019, 5.5764)
C (-2.4459, 5.3204, 4.7475)
C (-2.8078, 4.6747, 3.5740)
C (-2.1451, 3.5026, 3.2468)
C (-4.0572, 2.2369, -1.0727)
C (-4.7948, 3.3484, -1.4490)
C (-5.4404, 3.3166, -2.6763)
C (-5.3443, 2.2018, -3.5136)
C (-4.5974, 1.0934, -3.1432)
C (-3.9544, 1.1201, -1.9154)
N (-1.2540, -1.6676, 0.0337)
H (3.5801, -2.1266, 6.5869)
H (3.6366, -4.1490, 5.1913)
H (2.2946, -4.2788, 3.0934)
H (0.8684, -5.2477, -0.5168)
H (0.3108, -6.3809, -2.6587)
H (-1.3087, -5.3886, -4.2181)
H (-2.4300, -3.2292, -3.6785)
H (2.1891, -0.1736, 5.9355)
H (-0.0191, 3.2133, 5.8959)
H (-1.1887, 5.3285, 6.4874)
H (-2.9435, 6.2411, 5.0284)
H (-3.5857, 5.0634, 2.9287)
H (-4.8549, 4.2171, -0.8055)
H (-6.0258, 4.1707, -2.9958)
H (-5.8541, 2.2111, -4.4696)
H (-4.5129, 0.2264, -3.7867)
C (-4.4379, -0.7493, 4.1740)
C (-4.9488, -0.6742, 2.7286)
C (-3.9894, -1.6339, 2.0396)
O (-2.7316, -1.3097, 2.6111)
C (-2.9324, -1.0355, 3.9949)
H (-4.9242, -1.5725, 4.7009)
H (-4.6187, 0.1657, 4.7372)
H (-4.8012, 0.3283, 2.3214)
H (-5.9958, -0.9584, 2.6255)
H (-3.9138, -1.5057, 0.9616)
H (-4.2587, -2.6754, 2.2710)
H (-2.3112, -0.1804, 4.2616)
H (-2.6142, -1.8929, 4.5981)
C (1.9318, -2.1152, -3.4503)
C (1.9876, -0.6146, -3.7713)
C (0.5651, -0.1942, -4.1732)
C (2.9229, -0.4187, -4.9744)
Si (2.5941, 0.4094, -2.2441)
Br (0.8297, 0.6494, -0.8440)
C (3.0493, 2.2408, -2.7228)
C (3.0841, 3.1576, -1.4884)
C (4.4146, 2.3357, -3.4187)
C (1.9736, 2.8090, -3.6613)
C (3.9548, -0.4967, -1.2127)
C (4.5254, 0.4368, -0.1346)
C (5.1123, -0.9584, -2.1100)
C (3.3554, -1.7086, -0.4805)
H (1.5305, -2.6517, -4.3163)
H (1.2768, -2.3179, -2.6024)
H (2.9185, -2.5311, -3.2400)
H (0.2143, -0.8371, -4.9881)
H (0.5168, 0.8374, -4.5226)
H (-0.1348, -0.3039, -3.3449)
H (2.5844, -1.0500, -5.8024)
H (3.9526, -0.7008, -4.7385)
H (2.9231, 0.6147, -5.3251)
H (3.8310, 2.8512, -0.7592)
H (2.1172, 3.1885, -0.9887)
H (3.3292, 4.1768, -1.8076)
H (5.2263, 2.0609, -2.7408)
H (4.5873, 3.3679, -3.7417)
H (4.4756, 1.6933, -4.2998)
H (0.9742, 2.6789, -3.2412)
H (2.0026, 2.3439, -4.6480)
H (2.1401, 3.8829, -3.7972)
H (5.1172, 1.2446, -0.5694)
H (5.1846, -0.1351, 0.5264)
H (3.7312, 0.8656, 0.4803)
H (5.5845, -0.1142, -2.6189)
H (4.7826, -1.6687, -2.8702)
H (5.8745, -1.4541, -1.5000)
H (2.5000, -1.4237, 0.1339)
H (4.1095, -2.1389, 0.1875)
H (3.0299, -2.4948, -1.1599)

Results of the Mulliken charge analysis, in e, for atoms 1 through 8:
1 Li 0.64
2 C -0.72
3 C -0.66
4 C -0.19
5 C -0.13
6 C -0.77
7 N -0.18
8 C -0.86

# 8
A single C6H8OS molecule at a distorted geometry. Source: the OMol25 dataset; level of theory: ωB97M-V/def2-TZVPD.

HOMO-LUMO gap (eV): 9.68
Molar mass (g/mol): 128.2
HOMO level (eV): -8.96
SMILES string: O=C1CC[C@@]2(CS2)C1
E (eV): -19233.804

Geometry (Å):
C (-1.6329, -0.5706, -0.3284)
C (-1.3656, 0.9193, -0.6077)
C (0.0400, 1.2133, -0.0595)
C (0.7312, -0.1673, 0.0355)
C (2.0364, -0.3511, 0.6668)
C (-0.4108, -1.2137, 0.2413)
H (-2.0676, 1.6003, -0.1233)
H (-1.3754, 0.9590, -1.7322)
H (0.6092, 1.9381, -0.6752)
H (0.0382, 1.6818, 0.9408)
H (2.5333, 0.5073, 1.0172)
H (2.2532, -1.3028, 1.1836)
H (-0.2274, -2.1845, -0.2176)
H (-0.5604, -1.3463, 1.3259)
O (-2.6989, -1.1156, -0.5497)
S (2.0977, -0.5672, -1.1175)

Results of the Mulliken charge analysis, in e, for atoms 1 through 8:
1 C 0.25
2 C -0.33
3 C -0.78
4 C 0.83
5 C -1.16
6 C -0.58
7 H 0.33
8 H 0.22

# 9
A single C5H7NO2 molecule at a distorted geometry. Source: the OMol25 dataset; level of theory: ωB97M-V/def2-TZVPD.

HOMO-LUMO gap (spin up / spin down) (eV): 4.62 / 6.81
Molar mass (g/mol): 113.1
HOMO level (spin up / spin down) (eV): -4.22 / -10.53
E (eV): -10876.832
2S+1: 3

Geometry (Å):
C (0.0050, -0.9814, 0.1691)
C (1.0511, -0.1348, 0.5377)
C (-1.0576, 0.0201, 0.0618)
C (-0.0534, 1.0579, 0.6101)
C (0.2259, 2.1883, -0.4369)
N (-0.0869, -2.4524, -0.1854)
O (2.2285, -0.1525, 0.7437)
O (-2.2452, -0.0516, -0.2690)
H (-0.2883, 1.4123, 1.5297)
H (-0.5336, 3.0689, -0.3411)
H (0.0626, 1.7878, -1.4123)
H (1.2356, 2.5583, -0.3200)
H (-0.9382, -2.5205, -0.7807)
H (-0.2812, -2.9789, 0.7042)
H (0.6757, -2.8218, -0.6109)

Results of the Mulliken charge analysis, in e, for atoms 1 through 8:
1 C -0.91
2 C -0.18
3 C -0.28
4 C 0.48
5 C -1.18
6 N -1.13
7 O -0.33
8 O -0.32